# 1
This record from OMol25 describes C23H22N2OS2Tc as an isolated structure in a non-equilibrium geometry. The level of theory is ωB97M-V with the def2-TZVPD basis set.

Computed properties:
LUMO level (alpha / beta)   -0.328 / -0.321 hartree
Highest occupied orbital energy (alpha / beta)   -14.00 / -14.00 eV
Total charge   +2
⟨S²⟩   0.77
Kohn-Sham gap (alpha / beta)   5.08 / 5.28 eV
2S+1   2

Each line ends with the Mulliken spin population.
Cartesian coordinates (Å):
1 Tc -0.590 1.587 -1.546  0.9685
2 S 1.321 1.174 -2.565  -0.1121
3 S 3.973 0.370 -1.411  0.0010
4 O -1.872 0.242 -1.684  0.0696
5 N 1.643 0.219 -0.135  -0.0431
6 N 0.284 0.368 -0.207  -0.0082
7 C 3.307 -3.347 1.629  -0.0001
8 C -2.235 3.389 -1.848  0.0270
9 C -1.060 3.110 1.777  0.0108
10 C -1.063 3.276 0.290  -0.0262
11 C 3.414 -2.333 -0.554  -0.0024
12 C 4.110 -1.475 -1.566  0.0025
13 C 1.623 -3.859 -0.007  0.0003
14 C 2.243 0.541 -1.236  0.0223
15 C -1.802 -0.448 0.627  0.0291
16 C -2.549 -1.001 1.708  -0.0048
17 C -3.798 -0.702 -0.781  -0.0101
18 C -2.475 -0.284 -0.610  0.0315
19 C -1.067 3.768 -2.516  0.0431
20 C -3.856 -1.351 1.551  0.0098
21 C -0.393 -0.287 0.758  -0.0014
22 C -4.479 -1.216 0.290  0.0059
23 C 2.152 -4.029 1.263  -0.0002
24 C -2.233 3.171 -0.455  0.0026
25 C 3.938 -2.508 0.721  0.0002
26 C 0.135 3.569 -0.413  0.0060
27 C 2.249 -3.003 -0.909  0.0018
28 C 0.335 -0.924 1.898  -0.0027
29 C 0.125 3.872 -1.778  -0.0294
30 H -3.163 2.922 0.042  0.0011
31 H 1.071 3.618 0.130  -0.0003
32 H -2.073 -1.145 2.667  0.0000
33 H -0.040 -0.494 2.830  0.0026
34 H 4.854 -2.001 1.001  0.0001
35 H 0.745 -4.417 -0.310  0.0000
36 H 3.736 -3.496 2.611  0.0000
37 H -4.254 -0.598 -1.757  0.0005
38 H -4.414 -1.751 2.386  0.0002
39 H 1.682 -4.708 1.962  -0.0001
40 H -1.077 3.983 -3.575  0.0084
41 H 1.043 4.153 -2.274  -0.0037
42 H 1.406 -0.790 1.844  -0.0015
43 H -0.096 2.757 2.141  0.0012
44 H 3.798 -1.734 -2.575  0.0000
45 H 0.111 -1.991 1.916  -0.0008
46 H -1.849 2.435 2.106  -0.0007
47 H -5.510 -1.525 0.169  0.0004
48 H 1.857 -2.904 -1.916  -0.0004
49 H -1.247 4.086 2.232  -0.0013
50 H -3.158 3.288 -2.406  0.0027
51 H 5.195 -1.578 -1.514  -0.0001

***

# 2
This record from OMol25 describes C23H22N2OS2Tc as an isolated structure. The level of theory is ωB97M-V with the def2-TZVPD basis set.

Computed properties:
LUMO level (alpha / beta)   -0.285 / -0.340 hartree
Highest occupied orbital energy (alpha / beta)   -13.98 / -13.98 eV
Total charge   +2
⟨S²⟩   3.79
Kohn-Sham gap (alpha / beta)   6.23 / 4.71 eV
2S+1   4

Each line ends with the Mulliken spin population.
Cartesian coordinates (Å):
1 Tc 0.107 0.799 -2.070  2.5268
2 S 1.669 -0.799 -2.563  0.0563
3 S 3.767 -1.784 -0.704  0.0041
4 O -1.633 0.101 -1.997  0.1885
5 N 0.330 -0.004 -0.236  -0.0561
6 N 1.556 -0.561 0.116  0.0476
7 C 3.187 -3.456 -0.140  0.0012
8 C 0.863 -3.764 0.712  -0.0022
9 C -0.260 -0.220 2.119  -0.0008
10 C -4.153 1.168 1.097  0.0353
11 C 0.346 -3.635 3.055  0.0001
12 C -3.784 0.639 -1.231  0.0161
13 C 2.238 -0.959 -0.890  0.0013
14 C 1.655 2.716 -1.595  0.0336
15 C -0.553 2.904 -3.296  0.0189
16 C 0.448 3.252 -1.087  0.0101
17 C 1.678 -3.346 3.329  0.0002
18 C -0.583 0.125 0.704  -0.0200
19 C -0.657 3.301 -1.949  -0.0121
20 C 0.669 2.453 -3.808  0.0433
21 C -2.830 0.923 1.375  -0.0101
22 C 1.781 2.364 -2.944  -0.0594
23 C 2.601 -3.279 2.297  0.0007
24 C -1.928 0.556 0.354  0.0409
25 C -2.435 0.446 -0.957  0.0863
26 C 0.370 3.770 0.313  0.0170
27 C -4.632 1.007 -0.208  -0.0057
28 C -0.061 -3.849 1.746  0.0014
29 C 2.200 -3.487 0.982  -0.0033
30 H 4.146 -3.895 0.137  0.0008
31 H -0.407 0.666 2.742  0.0039
32 H -0.636 3.681 0.719  -0.0007
33 H 2.520 2.643 -0.946  -0.0007
34 H -5.681 1.169 -0.419  0.0008
35 H 3.643 -3.078 2.518  0.0001
36 H 2.737 2.033 -3.326  0.0132
37 H 0.771 2.208 -4.857  0.0123
38 H -4.138 0.495 -2.243  -0.0002
39 H -1.599 3.692 -1.583  0.0020
40 H -1.414 2.984 -3.947  0.0043
41 H 2.811 -3.981 -1.016  -0.0003
42 H -2.480 1.010 2.393  0.0006
43 H -0.961 -0.981 2.466  0.0014
44 H 1.080 3.267 0.968  0.0004
45 H 0.752 -0.583 2.236  -0.0014
46 H -0.367 -3.714 3.865  -0.0001
47 H 0.629 4.832 0.302  0.0012
48 H 0.552 -3.967 -0.308  0.0015
49 H -1.088 -4.116 1.532  0.0001
50 H 2.002 -3.206 4.351  0.0000
51 H -4.827 1.461 1.889  0.0008

***

# 3
This record from OMol25 describes one molecule with the formula C23H22N4O3 in a non-equilibrium geometry. The level of theory is ωB97M-V with the def2-TZVPD basis set.

Computed properties:
LUMO level   0.019 hartree
Highest occupied orbital energy   -5.54 eV
Total charge   0
Kohn-Sham gap   6.06 eV

Each line ends with the natural charge from an NBO analysis.
Cartesian coordinates (Å):
1 O -1.179 -4.186 -1.402  -0.5036
2 O -1.503 0.400 -0.477  -0.5182
3 O 1.651 5.388 1.979  -0.4950
4 N 3.412 -0.854 1.933  -0.3239
5 N 0.233 -3.445 2.411  -0.2868
6 N 2.014 -0.696 -0.944  -0.4215
7 N 0.078 -1.673 -0.884  -0.4176
8 C -0.087 0.059 1.537  -0.3747
9 C -4.169 -2.110 -0.836  -0.1547
10 C -2.222 1.533 -0.984  -0.2487
11 C -1.963 -3.127 -1.069  0.3163
12 C 1.323 4.080 1.835  0.2823
13 C -0.012 2.242 2.705  -0.1730
14 C 1.781 3.237 0.791  -0.2636
15 C 0.440 3.546 2.802  -0.2581
16 C -1.336 -1.922 -0.646  0.0822
17 C 0.850 -1.058 1.485  -0.3122
18 C 1.867 -1.395 -2.141  -0.0711
19 C 0.331 1.427 1.592  -0.0843
20 C 2.479 5.977 0.942  -0.2601
21 C 2.262 -0.865 1.780  0.3229
22 C 0.681 -2.023 -2.092  -0.0531
23 C 0.451 -2.382 2.030  0.3154
24 C 0.930 -0.909 -0.144  0.5327
25 C -3.564 -0.889 -0.521  -0.3252
26 C -2.158 -0.813 -0.466  0.3147
27 C -1.786 -5.485 -1.619  -0.2512
28 C 1.253 1.955 0.654  -0.2445
29 C -3.372 -3.225 -1.120  -0.3312
30 C 3.313 -0.012 -0.778  -0.4068
31 H -4.158 0.030 -0.413  0.2302
32 H -1.457 2.230 -1.313  0.2071
33 H 3.269 0.801 -0.063  0.2427
34 H 3.497 5.542 0.932  0.1794
35 H 0.203 -2.648 -2.830  0.2432
36 H 2.654 -1.407 -2.877  0.2322
37 H -2.851 1.246 -1.836  0.1838
38 H 2.530 7.018 1.234  0.2019
39 H -1.143 -0.232 1.547  0.2299
40 H 3.597 0.389 -1.761  0.2008
41 H 1.437 1.287 -0.183  0.2047
42 H -5.260 -2.204 -0.856  0.2205
43 H -2.232 -5.872 -0.694  0.1921
44 H 4.049 -0.746 -0.453  0.2274
45 H -0.968 -6.123 -1.919  0.2064
46 H 2.048 5.889 -0.076  0.1806
47 H -3.834 -4.182 -1.387  0.2247
48 H 0.120 4.214 3.603  0.2214
49 H -2.549 -5.454 -2.405  0.1791
50 H -2.811 1.974 -0.177  0.1844
51 H -0.649 1.817 3.487  0.2150
52 H 2.510 3.655 0.089  0.2050

***

# 4
This record from OMol25 describes a 2-piece molecular cluster, C23H22O2S overall in a non-equilibrium geometry. The level of theory is ωB97M-V with the def2-TZVPD basis set.

Computed properties:
LUMO level   -0.068 hartree
Highest occupied orbital energy   -5.71 eV
Total charge   0
Kohn-Sham gap   3.87 eV

Each line ends with the natural charge from an NBO analysis.
Cartesian coordinates (Å):
1 S 0.663 -0.228 2.406  -0.2963
2 O 6.388 -1.727 0.068  -0.4817
3 O -2.296 3.197 -1.992  -0.4816
4 C 7.289 -0.597 0.001  -0.2589
5 C 4.219 -2.653 -0.017  -0.2735
6 C 0.913 -1.173 -0.827  0.0726
7 C -2.010 0.897 -1.736  -0.1174
8 C 2.872 -2.498 -0.203  -0.0915
9 C -3.821 -0.183 2.305  -0.0846
10 C 3.241 -0.303 -1.207  -0.0609
11 C -1.457 2.198 -1.611  0.4500
12 C -3.540 2.563 -2.471  -0.0647
13 C 2.322 -1.294 -0.747  -0.1885
14 C -1.742 -1.418 2.488  -0.2296
15 C -0.997 -0.203 2.451  -0.2133
16 C 5.097 -1.578 -0.325  0.3750
17 C 0.620 1.328 -0.836  -0.0911
18 C -1.720 1.024 2.414  -0.2614
19 C -3.100 1.023 2.321  -0.1657
20 C -3.423 1.051 -2.215  -0.4582
21 C 4.598 -0.419 -0.973  -0.3444
22 C -3.120 -1.396 2.393  -0.2176
23 C -5.313 -0.195 2.202  -0.6219
24 C -1.211 -0.193 -1.464  -0.1046
25 C 0.141 -0.006 -1.043  -0.1624
26 C -0.149 2.419 -1.156  -0.3101
27 H -3.645 1.968 2.261  0.1901
28 H -5.767 -0.708 3.058  0.2142
29 H 2.867 0.556 -1.763  0.2137
30 H -3.683 -2.332 2.386  0.1997
31 H 2.179 -3.287 0.089  0.2232
32 H 1.606 1.475 -0.398  0.2353
33 H -3.629 2.791 -3.545  0.1891
34 H -4.374 3.033 -1.933  0.1995
35 H 8.227 -0.975 0.407  0.2099
36 H -4.148 0.739 -1.446  0.2347
37 H 5.291 0.377 -1.268  0.2276
38 H -1.159 1.954 2.439  0.2136
39 H 0.202 3.444 -1.077  0.2343
40 H 7.435 -0.264 -1.037  0.1821
41 H 4.637 -3.559 0.414  0.2364
42 H -5.715 0.820 2.164  0.2075
43 H -1.193 -2.351 2.567  0.2125
44 H -3.632 0.476 -3.126  0.2269
45 H -5.648 -0.727 1.304  0.2042
46 H 6.926 0.242 0.614  0.1919
47 H -1.586 -1.210 -1.594  0.2187
48 H 0.344 -2.100 -0.738  0.2170

***

# 5
This record from OMol25 describes C23H23CoF2N4S as an isolated structure in a non-equilibrium geometry. The level of theory is ωB97M-V with the def2-TZVPD basis set.

Computed properties:
LUMO level (alpha / beta)   -0.096 / -0.116 hartree
Highest occupied orbital energy (alpha / beta)   -10.86 / -11.22 eV
Total charge   +1
⟨S²⟩   3.76
Kohn-Sham gap (alpha / beta)   8.25 / 8.05 eV
2S+1   4

Each line ends with the Mulliken spin population.
Cartesian coordinates (Å):
1 Co -0.183 0.145 0.262  2.7298
2 S 2.039 -0.370 -0.032  0.0457
3 F -0.137 3.181 4.520  0.0028
4 F 0.236 -1.380 5.417  0.0009
5 N 3.487 0.498 2.051  0.0066
6 N 2.608 2.098 0.684  0.0080
7 N -0.334 2.212 0.362  0.0044
8 N -1.731 -0.377 -0.600  -0.0003
9 C -0.389 3.051 -0.669  0.0074
10 C 4.902 -2.913 2.119  0.0004
11 C -4.952 -1.596 -0.099  0.0037
12 C 0.007 0.913 4.977  0.0114
13 C -4.374 0.617 0.970  0.0080
14 C -0.340 4.069 1.845  0.0047
15 C 3.963 -0.752 2.499  -0.0014
16 C -0.248 0.308 2.251  0.2738
17 C 4.123 -0.913 3.871  0.0005
18 C 2.765 0.794 0.974  0.0073
19 C -0.391 4.940 0.771  -0.0001
20 C 5.050 -3.086 3.486  0.0008
21 C 0.050 -0.396 4.529  -0.0035
22 C -0.138 1.920 4.043  0.0277
23 C -0.246 1.662 2.673  -0.2349
24 C 4.360 -1.745 1.615  0.0036
25 C -0.316 2.688 1.626  0.0738
26 C -0.415 4.426 -0.518  0.0031
27 C 4.660 -2.085 4.362  -0.0002
28 C -2.888 -0.363 -0.558  0.0444
29 C -4.980 0.511 -1.483  0.0039
30 C -0.087 -0.704 3.185  -0.0551
31 C -4.300 -0.225 -0.320  0.0100
32 H 5.232 -3.680 1.437  0.0000
33 H 3.826 -0.116 4.537  0.0002
34 H 2.192 2.346 -0.197  0.0006
35 H -5.417 0.775 1.233  0.0009
36 H -0.461 5.069 -1.381  -0.0006
37 H 3.145 2.801 1.167  0.0005
38 H -4.906 -0.062 -2.404  0.0001
39 H -4.533 1.491 -1.641  -0.0004
40 H 0.087 1.145 6.026  0.0005
41 H -0.419 2.596 -1.652  0.0060
42 H -4.490 -2.117 0.737  -0.0006
43 H -3.898 1.586 0.828  0.0006
44 H -6.007 -1.449 0.124  0.0000
45 H 3.725 1.265 2.671  0.0003
46 H -4.871 -2.217 -0.989  -0.0002
47 H 4.789 -2.209 5.424  0.0000
48 H 4.270 -1.590 0.551  -0.0024
49 H 5.480 -3.995 3.869  0.0001
50 H -0.043 -1.739 2.880  0.0093
51 H -0.317 4.473 2.842  0.0002
52 H -6.033 0.645 -1.244  -0.0001
53 H -3.878 0.105 1.792  -0.0018
54 H -0.428 6.007 0.938  -0.0005

***

# 6
This record from OMol25 describes C23H23InN7O3S as an isolated structure. The level of theory is ωB97M-V with the def2-TZVPD basis set.

Computed properties:
LUMO level   -0.125 hartree
Highest occupied orbital energy   -9.25 eV
Total charge   +1
Kohn-Sham gap   5.86 eV

Each line ends with the Löwdin charge.
Cartesian coordinates (Å):
1 In 0.535 0.239 1.535  0.7993
2 S 1.545 0.314 3.967  0.6038
3 O -3.146 -2.873 -2.044  0.0789
4 O 3.969 -6.037 0.409  0.0864
5 O -5.798 -1.673 -3.490  -0.0205
6 N -0.690 1.831 1.842  -0.1398
7 N 2.036 -1.563 1.274  -0.0576
8 N 0.107 -0.691 -0.882  0.0006
9 N 2.033 2.912 3.381  0.0896
10 N 0.340 2.492 4.908  0.0945
11 N 5.675 -4.763 -0.348  0.1890
12 N -3.451 -1.686 -3.949  0.0964
13 C 1.742 4.197 3.494  -0.0701
14 C 0.874 -0.126 -1.830  -0.1478
15 C -0.658 -0.728 -3.543  0.0147
16 C -1.379 2.488 0.818  -0.4667
17 C -1.459 -1.308 -2.575  -0.0925
18 C -1.609 3.467 -1.415  -0.1057
19 C -4.742 -2.297 -4.192  -0.2373
20 C 0.719 4.706 4.301  -0.0079
21 C -2.827 4.047 -1.066  -0.1078
22 C -2.757 -2.027 -2.832  -0.4329
23 C 4.452 -4.945 0.207  -0.4783
24 C 2.410 -3.916 1.135  0.0350
25 C -1.029 -1.277 -1.260  -0.0502
26 C 3.256 -1.355 0.755  -0.1116
27 C -3.334 3.838 0.216  -0.0979
28 C 0.023 3.798 5.024  -0.0209
29 C -2.643 3.054 1.127  -0.0608
30 C 4.092 -2.396 0.399  0.0181
31 C 0.537 -0.129 -3.167  -0.0267
32 C -0.896 2.714 -0.498  -0.0870
33 C 3.659 -3.701 0.583  -0.0921
34 C 1.296 2.023 4.072  -0.8000
35 C 1.628 -2.830 1.468  -0.0875
36 H 6.205 -5.585 -0.579  0.1236
37 H -1.208 3.617 -2.413  0.0997
38 H 3.578 -0.328 0.637  0.1216
39 H 2.358 4.877 2.908  0.1289
40 H -5.747 -1.945 -2.568  0.0890
41 H -4.287 4.275 0.497  0.1027
42 H 0.056 2.279 -0.777  0.0650
43 H 2.069 -4.931 1.295  0.1349
44 H -4.651 -3.345 -3.934  0.1277
45 H -0.195 1.795 5.406  0.1537
46 H 0.645 -2.967 1.900  0.1240
47 H 1.195 0.323 -3.898  0.1183
48 H -3.250 -0.810 -4.401  0.1396
49 H 0.498 5.762 4.356  0.1219
50 H 6.114 -3.868 -0.445  0.0904
51 H -3.380 4.642 -1.786  0.0981
52 H -0.785 4.043 5.698  0.1451
53 H 5.070 -2.155 -0.001  0.1169
54 H -4.966 -2.199 -5.246  0.1285
55 H -1.638 -1.745 -0.495  0.1317
56 H 1.794 0.348 -1.503  0.1081
57 H -3.048 2.868 2.115  0.0984
58 H -0.940 -0.753 -4.590  0.1256

***

- Which value of total charge does entry 1 give?
  +2

***

- What is the formula in the third record?
  C23H22N4O3

***

- Which formula does entry 1 have?
  C23H22N2OS2Tc